# 1
125
Properties=species:S:1:pos:R:3:forces:R:3 method="wB97M-V/def2-TZVPD" smiles=COC[C@H](C)N.COC[C@H](C)N.COC[C@H](C)N.COC[C@H](C)N.COC[C@H](C)N.COC[C@H](C)N.COC[C@H](C)N.CO charge=0 e_lumo_ev=0.5 relative_energy_kcal_mol=359.57 e_tot_ha=-2138.00433
C -2.22150 -2.57662 6.90183 0.01 0.26 0.11
O -2.48216 -1.77164 5.72549 1.02 -1.23 1.21
C -3.74579 -1.19232 5.76776 -0.52 1.31 -0.20
C -4.06027 -0.32848 4.51621 0.21 2.80 3.01
C -3.00847 0.73790 4.25720 0.94 -0.03 -4.01
N -5.33503 0.37192 4.82350 3.56 0.58 1.40
H -1.20211 -2.90427 6.98685 0.63 -0.20 -1.01
H -2.85039 -3.43943 7.10053 -0.48 -0.29 -0.98
H -2.29659 -2.07574 7.84687 -0.49 1.38 0.38
H -4.50025 -1.95373 5.72859 -0.64 -0.77 0.47
H -3.86572 -0.57875 6.70150 0.00 -0.33 -0.73
H -4.29626 -0.92512 3.70772 0.56 -1.54 -2.00
H -3.21555 1.30202 3.19857 0.36 -1.38 2.46
H -2.03367 0.23641 4.12347 -0.19 0.11 -0.25
H -2.78079 1.52347 4.94815 -0.75 0.19 0.98
H -5.79958 -0.26303 5.37030 -2.49 -1.36 1.17
H -5.74109 0.63825 3.99661 -1.70 0.49 -2.02
C -0.37814 -3.27861 -1.82282 2.15 -3.64 0.59
O 0.47160 -2.50213 -2.56773 0.02 1.56 -0.28
C 0.11650 -2.20930 -3.92693 0.61 -2.30 1.53
C 0.47366 -3.38093 -4.75713 2.52 -2.10 -2.25
C 1.96461 -3.70686 -4.69996 2.32 -0.14 -1.86
N 0.15627 -3.09711 -6.15915 3.27 -0.57 0.32
H -1.34273 -3.06029 -1.86118 -4.48 2.34 -0.15
H -0.10918 -3.31276 -0.75348 0.33 0.03 -0.67
H -0.55110 -4.32409 -2.20005 1.29 0.18 0.16
H -0.86611 -1.95064 -4.22514 -1.75 0.42 0.91
H 0.70880 -1.38822 -4.19079 1.16 1.22 -0.51
H 0.10460 -4.40117 -4.61339 -1.23 0.58 0.98
H 2.33371 -4.67624 -5.22663 -1.27 1.60 0.41
H 2.35601 -3.86290 -3.72304 -0.01 0.23 1.13
H 2.60499 -2.87575 -5.16783 -0.89 -0.90 0.59
H 0.74981 -2.30202 -6.42039 -0.69 -0.16 -0.29
H -0.76754 -2.87358 -6.12188 -3.24 1.21 -0.82
C -4.28003 -0.97017 -5.36443 2.60 1.47 0.67
O -4.79433 -1.13955 -4.06462 -0.51 -0.02 -0.60
C -4.32658 -0.25487 -3.00640 -0.35 -2.11 -2.61
C -5.08209 -0.67723 -1.76130 -2.01 1.18 -1.53
C -6.49382 -0.13553 -2.06844 1.97 0.78 0.15
N -4.49954 0.01688 -0.70187 -3.47 5.95 0.29
H -4.67315 -0.03260 -5.78106 0.54 0.23 0.04
H -4.59052 -1.70076 -6.08603 -0.32 -0.96 0.29
H -3.05862 -0.96816 -5.36638 -2.69 0.16 -0.04
H -3.39921 -0.59020 -2.84614 4.21 -1.59 0.81
H -3.99891 0.76585 -3.35415 -1.96 -0.08 0.62
H -5.07701 -1.78626 -1.43948 0.06 1.52 -1.38
H -7.04472 -0.14041 -1.22007 -2.05 -0.58 2.85
H -6.92527 -0.74737 -2.79702 -0.88 -0.38 -1.42
H -6.47415 0.96155 -2.26449 0.34 -0.82 -0.66
H -3.69742 -0.37000 -0.49572 5.49 -2.42 1.58
H -4.22626 1.02601 -1.03139 -0.83 -2.33 0.98
C -2.76810 -3.13780 1.01449 -3.21 -1.65 -3.11
O -1.41572 -2.84293 1.36540 -3.29 -0.59 -1.09
C -1.19868 -2.94550 2.72511 1.96 1.96 -0.04
C 0.07941 -2.11904 2.98506 0.51 -4.79 -2.50
C 1.21521 -2.81528 2.10808 -2.55 3.15 3.29
N 0.48166 -2.16461 4.32010 0.24 -0.23 1.82
H -2.89096 -2.95617 -0.05456 0.51 1.33 -0.18
H -3.77607 -2.78248 1.41276 2.14 1.14 0.87
H -3.26871 -4.15918 0.76223 2.37 -0.26 1.65
H -1.98067 -2.60064 3.31706 -1.81 1.01 0.86
H -1.09707 -3.95518 2.95154 0.75 -2.07 0.78
H 0.04348 -1.19028 2.54557 -0.68 2.60 -0.32
H 1.14582 -2.53547 1.14769 0.01 0.28 -3.52
H 1.29219 -3.74950 2.42947 -0.22 -4.72 0.22
H 1.99720 -2.42685 2.62628 3.07 1.74 0.59
H 0.35621 -3.13179 4.66095 0.20 0.72 -0.05
H -0.18400 -1.59895 4.81137 -0.24 0.20 0.90
C 3.06965 4.24435 0.98551 -2.65 -0.31 -3.20
O 4.42835 4.04032 0.73223 0.40 0.99 -1.88
C 5.19729 3.14372 1.52728 -0.87 0.03 -1.65
C 6.75166 3.05774 1.21804 -4.29 3.14 -5.95
C 6.81907 2.49262 -0.22221 2.53 0.12 -2.80
N 7.40739 2.33575 2.10743 2.91 -4.01 1.79
H 2.78960 4.54403 1.98506 0.20 -0.55 0.76
H 2.36054 3.29088 0.54717 1.87 2.43 1.58
H 2.65014 5.20864 0.36308 1.45 -2.39 1.09
H 5.02985 3.59236 2.41611 0.20 0.77 3.97
H 4.63334 2.19740 1.52567 0.83 -0.44 -0.08
H 7.24000 4.11104 1.24012 -1.20 -1.46 -0.31
H 6.37350 3.16864 -1.12226 1.06 -1.41 2.50
H 6.38300 1.47780 -0.36308 -0.18 0.69 0.54
H 7.98682 2.25035 -0.47626 -2.63 0.92 0.46
H 7.07626 1.44145 2.43841 -0.43 -0.25 -0.66
H 7.38419 2.90833 2.85527 0.75 1.71 3.85
C -0.84885 3.36655 1.86203 0.91 0.62 3.00
O -0.14552 2.31729 1.23542 -0.82 -0.54 0.23
C -0.98036 1.30492 0.73021 0.14 -2.00 1.05
C -0.21407 0.37478 -0.20499 1.17 -2.25 -1.25
C 0.36198 1.16410 -1.40252 5.11 -1.23 2.33
N -1.13112 -0.70277 -0.70362 -3.36 1.70 7.70
H -1.52188 3.16413 2.79501 0.34 -0.82 -1.97
H -1.43051 3.98290 1.12732 0.86 -0.10 0.79
H -0.01237 3.78543 2.54605 -1.22 0.73 -1.92
H -1.40205 0.62800 1.59348 0.32 1.43 -1.39
H -1.76438 1.72752 0.10043 -0.48 0.05 0.24
H 0.63160 -0.28856 0.22801 -0.76 1.98 0.18
H 1.07260 2.03424 -0.91234 -1.48 -2.28 -1.47
H -0.34948 1.65513 -1.93382 -2.31 1.27 -1.75
H 1.01333 0.42805 -2.09801 -1.52 1.86 1.57
H -0.82531 -1.14851 -1.44388 2.30 -2.37 -4.32
H -1.29643 -1.46410 0.14355 0.77 2.67 -2.99
C 4.14532 -0.86957 -2.04438 -5.15 0.16 -3.68
O 4.54988 -0.17210 -3.22203 0.85 -1.23 2.22
C 3.45059 0.24585 -3.90183 5.30 10.02 1.37
C 4.16115 1.15000 -5.10144 -5.58 4.48 4.32
C 4.90362 2.40591 -4.50273 -2.74 -0.56 -6.22
N 3.19555 1.73460 -6.05262 0.54 -2.17 -0.81
H 3.28107 -0.44514 -1.52940 0.50 1.43 0.48
H 4.83220 -1.19197 -1.41683 3.72 -1.07 2.51
H 3.52192 -1.70015 -2.40127 0.69 -0.93 -0.08
H 2.83952 -0.32822 -4.28921 -5.34 -6.87 -3.79
H 2.76464 0.90968 -3.22938 1.24 -0.45 -0.95
H 4.76489 0.61324 -5.65982 3.13 -3.07 -2.25
H 4.26610 3.00841 -3.98455 -1.64 1.57 1.53
H 5.34953 2.93423 -5.38436 -0.28 -0.21 0.88
H 5.57344 1.95240 -4.01609 5.79 -2.37 4.60
H 3.85746 2.12204 -6.73433 -1.69 0.73 0.10
H 2.40720 2.24581 -5.67919 0.70 0.52 -0.23
C -1.35243 4.65593 5.62126 4.66 -1.05 -0.44
O -0.69613 5.58540 4.72560 -1.41 -1.80 -1.64
H -1.97050 5.22004 6.24903 -1.13 0.24 1.26
H -0.37274 4.15914 6.19256 -3.09 0.71 -0.86
H -1.87815 3.88958 5.01533 0.34 0.64 0.48
H -0.31205 6.29655 5.18258 0.62 1.22 1.19


# 2
15
Properties=species:S:1:pos:R:3:forces:R:3 method="wB97M-V/def2-TZVPD" smiles=OCCN1CC1 charge=0 e_lumo_ev=1.1 relative_energy_kcal_mol=84.72 e_tot_ha=-287.69744
O 1.25173 0.80796 1.03258 0.40 0.40 1.35
C 0.70999 -0.44308 1.39386 0.11 -0.26 0.36
C -0.71878 -0.58276 0.79127 0.37 0.01 -0.10
N -0.78222 0.52052 -0.17593 1.33 -0.01 -0.66
C 0.49447 0.51322 -1.16592 -0.64 -0.02 -0.04
C -0.86948 0.24195 -1.57443 -0.53 -0.26 -0.98
H 0.45090 1.30182 0.74875 0.89 0.18 0.34
H 0.70461 -0.46973 2.48161 -0.18 -0.48 0.14
H 1.35017 -1.25274 1.01470 0.02 0.25 0.12
H -0.89721 -1.56549 0.32577 0.27 0.18 0.03
H -1.47680 -0.48912 1.58937 0.14 0.38 -0.53
H 0.98121 1.47678 -1.35047 -0.62 -0.25 0.24
H 1.24465 -0.28957 -1.15182 -0.78 0.14 0.39
H -1.07631 -0.78771 -1.82816 -0.34 -0.11 -0.33
H -1.36693 1.01797 -2.13118 -0.44 -0.14 -0.32


# 3
15
Properties=species:S:1:pos:R:3:forces:R:3 method="wB97M-V/def2-TZVPD" charge=+1 e_lumo_ev=-4.4 relative_energy_kcal_mol=0.00 e_tot_ha=-554.93243
C -0.66528 0.43138 -1.50073 -0.74 -0.44 0.01
C 0.66477 0.55860 -0.96220 0.38 -1.08 2.72
O 1.60548 1.10831 -1.53206 -1.37 -0.02 -0.99
H -0.80739 0.76796 -2.52899 0.04 0.00 0.34
Tl 3.58790 1.22879 -0.55517 3.21 1.27 -0.62
O 2.24561 0.10207 0.87635 -0.62 -0.66 0.97
C 0.95025 -0.02476 0.49237 -2.15 0.44 -2.36
C -0.05122 -0.54295 1.19179 -2.17 0.13 -0.63
C -1.52985 -0.58895 0.59394 1.94 -0.26 1.46
C -1.68203 -0.11684 -0.78338 0.81 0.73 -0.77
H 2.39709 -0.27399 1.75065 0.04 -0.10 0.24
H 0.03702 -0.87211 2.22738 0.14 -0.06 -0.26
H -2.15866 0.01556 1.27057 0.07 -0.15 -0.20
H -1.91616 -1.61811 0.68806 0.12 0.26 -0.01
H -2.67752 -0.17497 -1.22856 0.28 -0.05 0.10